(w)
{
  "formula": "C4H10N2O",
  "method": "ωB97M-V with the def2-TZVPD basis set",
  "smiles": "NCNCCC=O",
  "spin_multiplicity": 1,
  "lumo_energy_ev": 1.01,
  "symbols": ["C", "C", "C", "O", "N", "C", "N", "H", "H", "H", "H", "H", "H", "H", "H", "H", "H"],
  "positions_angstrom": [[0.87765, -0.59966, -0.12038], [0.20959, -1.93056, 0.45756], [-1.05945, -1.53190, 1.16612], [-1.20742, -0.45958, 1.68030], [0.01070, 0.18631, -0.99183], [0.54817, 1.48740, -1.40397], [0.39040, 2.46989, -0.39993], [1.26630, -0.00616, 0.73848], [1.77687, -0.92606, -0.61812], [0.92821, -2.22114, 1.27613], [-0.05365, -2.72156, -0.34713], [-1.86757, -2.28692, 1.10302], [-0.43103, -0.27401, -1.78867], [0.11181, 1.90869, -2.33394], [1.64879, 1.45206, -1.65700], [0.50010, 3.33604, -0.76856], [-0.48392, 2.27062, 0.09964]]
}


(x)
{
  "formula": "C4H10N2O",
  "method": "ωB97M-V with the def2-TZVPD basis set",
  "smiles": "CN(C=O)CCN",
  "spin_multiplicity": 1,
  "lumo_energy_ev": 0.79,
  "symbols": ["C", "N", "C", "C", "C", "N", "O", "H", "H", "H", "H", "H", "H", "H", "H", "H", "H"],
  "positions_angstrom": [[-1.07632, 0.99453, -0.86382], [-0.28179, 0.85741, 0.20890], [-0.03785, 2.11016, 1.03063], [0.02738, -0.56598, 0.72021], [0.89799, -1.30448, -0.24329], [0.18714, -2.02126, -1.32883], [-1.79780, 1.96752, -1.10610], [-0.60755, 0.10174, -1.50557], [0.88064, 2.03039, 1.59248], [-0.22420, 2.93487, 0.27840], [-0.89056, 2.41789, 1.72956], [-0.77545, -1.18853, 1.00995], [0.47677, -0.44548, 1.69525], [1.45795, -2.02503, 0.48066], [1.50370, -0.61071, -0.87330], [0.76475, -2.54799, -1.90852], [-0.50481, -2.70506, -0.91659]]
}


Verdict on stability: (w) comes out on top.


(w)
{
  "formula": "C4H10N2O",
  "method": "ωB97M-V with the def2-TZVPD basis set",
  "spin_multiplicity": 1,
  "lumo_energy_ev": 0.29,
  "symbols": ["C", "C", "C", "N", "C", "O", "N", "H", "H", "H", "H", "H", "H", "H", "H", "H", "H"],
  "positions_angstrom": [[-0.64872, 0.99912, 0.45679], [-0.86838, -0.10320, -0.53904], [0.00907, -1.34907, -0.35126], [-1.09562, 2.23298, 0.20990], [1.49543, -1.13601, -0.53743], [-0.60403, 0.68408, 1.74700], [2.41317, -1.54569, 0.23446], [-0.68754, -0.27411, 1.87175], [1.01580, 1.62380, -0.67817], [-0.60351, 2.57097, -0.63796], [-1.09387, 2.87875, 0.98833], [2.03521, -2.03902, 1.04957], [-1.92418, -0.40186, -0.40751], [-0.72587, 0.32361, -1.52653], [-0.32459, -2.08393, -1.09189], [-0.17207, -1.82531, 0.62321], [1.77968, -0.55511, -1.41121]]
}


(x)
{
  "formula": "C4H10N2O",
  "method": "ωB97M-V with the def2-TZVPD basis set",
  "smiles": "C/N=C\\N.CC=O",
  "spin_multiplicity": 1,
  "lumo_energy_ev": 0.84,
  "symbols": ["O", "C", "C", "H", "H", "H", "H", "C", "N", "C", "N", "H", "H", "H", "H", "H", "H"],
  "positions_angstrom": [[-3.82055, 0.96005, 0.06564], [-2.93902, 0.44870, -0.55695], [-2.31580, 1.08057, -1.76668], [-2.52626, -0.54296, -0.29347], [-3.12754, 1.28016, -2.46984], [-1.51410, 0.50988, -2.22588], [-1.88972, 2.05658, -1.51910], [0.65299, -0.32144, -0.04094], [2.40198, -0.44834, 2.16961], [2.70051, -0.99731, 0.86025], [1.97829, -0.95636, -0.16501], [-0.05142, -1.14934, 0.05551], [0.43944, 0.21854, -0.95796], [0.59020, 0.29191, 0.85579], [2.61100, -1.17904, 2.84981], [3.13372, 0.23541, 2.33292], [3.67628, -1.48701, 0.80631]]
}


(y)
{
  "formula": "C4H10N2O",
  "method": "ωB97M-V with the def2-TZVPD basis set",
  "smiles": "CNC=O.C#N.C",
  "spin_multiplicity": 1,
  "lumo_energy_ev": 0.83,
  "symbols": ["C", "N", "C", "O", "H", "H", "H", "H", "H", "C", "C", "N", "H", "H", "H", "H", "H"],
  "positions_angstrom": [[-0.53631, 1.25666, 1.53265], [-0.10308, 1.25471, 0.15947], [1.18805, 1.35695, -0.23475], [1.54258, 1.26575, -1.38928], [-0.77719, 1.02015, -0.55372], [1.85361, 1.70259, 0.57026], [-0.38026, 0.28323, 2.00169], [0.03308, 1.99456, 2.09005], [-1.59653, 1.50525, 1.58956], [-1.14067, -1.20433, -1.44910], [1.36208, -1.81580, 0.46474], [1.83549, -0.88537, 0.93996], [-1.39057, -2.18809, -1.82387], [-0.22208, -0.84793, -1.89186], [-1.96513, -0.52814, -1.64669], [1.18310, -2.75016, -0.00806], [-0.88615, -1.42003, -0.35103]]
}


(z)
{
  "formula": "C4H10N2O",
  "method": "ωB97M-V with the def2-TZVPD basis set",
  "spin_multiplicity": 1,
  "lumo_energy_ev": -2.93,
  "symbols": ["N", "C", "C", "N", "C", "C", "O", "H", "H", "H", "H", "H", "H", "H", "H", "H", "H"],
  "positions_angstrom": [[-0.19623, -1.63890, -0.96151], [-0.25224, -0.24338, -1.41805], [0.74177, 0.71296, -0.64692], [0.14701, 1.15649, 0.66627], [-0.50291, 0.32767, 1.55084], [0.09281, -0.74617, 2.25454], [1.24023, -1.15580, 2.06664], [0.50495, -2.24373, -1.38258], [0.10845, -1.65015, -0.00662], [0.02906, -0.24097, -2.48115], [-1.25402, 0.16296, -1.28684], [1.77369, 0.39569, -0.54894], [0.50757, 1.36465, -1.52249], [-0.46037, 1.92150, 0.34798], [-0.73159, 2.27334, -1.89184], [-1.24711, 0.78468, 2.18770], [-0.50107, -1.18085, 3.07295]]
}


Verdict on stability: (y) comes out on top.


(w)
{
  "formula": "C5H8NO",
  "method": "ωB97M-V with the def2-TZVPD basis set",
  "spin_multiplicity": 1,
  "total_charge": 1,
  "lumo_energy_ev": -4.63,
  "symbols": ["C", "C", "C", "C", "C", "N", "O", "H", "H", "H", "H", "H", "H", "H", "H"],
  "positions_angstrom": [[-2.01303, -0.84945, 0.41350], [-2.26625, 0.41159, 0.72209], [-1.81278, 0.43170, -1.37238], [0.84455, 0.84633, 0.45575], [1.45117, -0.20616, 1.03563], [-1.71989, -0.79489, -0.92707], [-2.10169, 1.21317, -0.34451], [-1.87208, -1.73125, 1.06611], [-2.31799, 0.91634, 1.70232], [-1.38768, 0.91326, -2.25541], [0.03810, 0.62376, -0.15771], [1.40424, 1.75024, 0.56387], [-1.53378, -1.70045, -1.43614], [1.10015, -1.16932, 0.74412], [2.15608, -0.26265, 1.76872]]
}


(x)
{
  "formula": "C5H8NO",
  "method": "ωB97M-V with the def2-TZVPD basis set",
  "smiles": "C=CC[N+](=O)C=C",
  "spin_multiplicity": 1,
  "total_charge": 1,
  "lumo_energy_ev": -6.76,
  "symbols": ["C", "C", "C", "C", "C", "N", "O", "H", "H", "H", "H", "H", "H", "H", "H"],
  "positions_angstrom": [[-1.77776, 0.98642, -1.15170], [2.63889, -1.09476, 0.09851], [-1.18419, 1.36960, -0.01177], [1.36837, -0.75432, 0.05152], [-0.86597, 0.27156, 1.06244], [0.72991, -0.15811, 1.19445], [1.30208, 0.10483, 2.18205], [-2.03441, 1.83455, -1.72916], [-1.89137, -0.09337, -1.29806], [3.12102, -1.30406, -0.80037], [3.34700, -1.19949, 0.82469], [-1.01040, 2.37667, 0.36697], [0.88182, -0.70521, -0.96295], [-1.16855, -0.72983, 0.66556], [-1.18592, 0.58643, 2.04646]]
}


Verdict on stability: (w) comes out on top.


(w)
{
  "formula": "C5H8NO",
  "method": "ωB97M-V with the def2-TZVPD basis set",
  "spin_multiplicity": 1,
  "total_charge": 1,
  "lumo_energy_ev": -3.10,
  "symbols": ["C", "C", "C", "C", "C", "N", "O", "H", "H", "H", "H", "H", "H", "H", "H"],
  "positions_angstrom": [[2.08517, -1.72132, -2.05976], [1.52085, -2.64457, -1.28229], [0.65810, -1.69614, -1.98544], [-0.05969, 0.26400, -0.40518], [-1.08472, 0.45875, 0.64367], [-0.89981, 1.74961, 1.58765], [-1.36379, 0.84358, -0.66064], [2.99624, -1.56943, -2.56752], [1.30304, -3.48449, -0.62061], [-0.30928, -1.63095, -2.39842], [0.57310, 1.13505, -0.49722], [-1.57470, -0.17558, 1.31364], [-1.82385, 2.14732, 1.38724], [-0.21022, 2.32745, 1.09724], [-0.40992, 1.68193, 2.50405]]
}


(x)
{
  "formula": "C5H8NO",
  "method": "ωB97M-V with the def2-TZVPD basis set",
  "smiles": "C=C[N+](=C)C(C)=O",
  "spin_multiplicity": 1,
  "total_charge": 1,
  "lumo_energy_ev": -5.44,
  "symbols": ["C", "C", "C", "C", "C", "N", "O", "H", "H", "H", "H", "H", "H", "H", "H"],
  "positions_angstrom": [[2.11311, -0.21343, -0.11366], [-0.36632, 1.94098, -0.19116], [1.22951, 0.15730, 0.74432], [-1.45341, -0.16107, 0.14721], [-1.15149, -1.56484, -0.28322], [-0.27589, 0.73448, 0.19066], [-2.49575, 0.34043, 0.42206], [3.18501, -0.42821, 0.25009], [2.07048, -0.50272, -1.08518], [-1.38907, 2.16063, -0.29975], [0.43017, 2.60165, -0.46219], [1.46560, 0.52347, 1.77722], [-1.55267, -1.64234, -1.28101], [-0.10277, -1.80025, -0.20261], [-1.70651, -2.14608, 0.38721]]
}


(y)
{
  "formula": "C5H8NO",
  "method": "ωB97M-V with the def2-TZVPD basis set",
  "spin_multiplicity": 1,
  "total_charge": 1,
  "lumo_energy_ev": -5.47,
  "symbols": ["C", "C", "C", "C", "C", "N", "O", "H", "H", "H", "H", "H", "H", "H", "H"],
  "positions_angstrom": [[-0.03804, 0.85879, 0.35526], [-0.15443, -1.09094, 0.20694], [0.97019, -0.22141, 0.62536], [2.15008, -0.28794, -0.34779], [-2.37942, 0.42810, -0.18821], [-1.04090, 0.14608, 0.02302], [-0.40171, -2.27354, 0.12017], [-0.03155, 2.03259, 0.40525], [1.41296, -0.32760, 1.60520], [2.82319, 0.51148, -0.18190], [1.94275, -0.19296, -1.51025], [2.75674, -1.20911, -0.30251], [-2.32992, 1.48683, -0.40623], [-2.93846, 0.20087, 0.74553], [-2.74146, -0.06125, -1.14984]]
}


Verdict on stability: (y) comes out on top.


(w)
{
  "formula": "C5H11NO2",
  "method": "ωB97M-V with the def2-TZVPD basis set",
  "smiles": "CCN[C@H](C)C(=O)O",
  "spin_multiplicity": 1,
  "lumo_energy_ev": 0.82,
  "symbols": ["C", "C", "N", "C", "C", "C", "O", "O", "H", "H", "H", "H", "H", "H", "H", "H", "H", "H", "H"],
  "positions_angstrom": [[-1.98810, -1.83408, -0.42202], [-1.11316, -0.76881, -1.04974], [-0.81169, 0.27089, -0.05116], [1.74284, -0.20113, -0.00469], [0.58398, 0.80907, -0.08033], [0.64512, 1.78953, 1.05591], [1.72667, 2.61170, 0.84024], [-0.07949, 1.90465, 1.99394], [-2.26435, -2.74290, -0.94682], [-2.89176, -1.34696, -0.04072], [-1.48067, -2.19843, 0.47994], [-0.19572, -1.24126, -1.39979], [-1.55139, -0.22675, -1.88585], [-1.09354, 0.13157, 0.90840], [1.49067, -1.22443, -0.26607], [2.50285, 0.11597, -0.71747], [2.16416, -0.23681, 0.99938], [0.63181, 1.32224, -1.04131], [1.98176, 3.06593, 1.62816]]
}


(x)
{
  "formula": "C5H11NO2",
  "method": "ωB97M-V with the def2-TZVPD basis set",
  "smiles": "CC#CO.CCON",
  "spin_multiplicity": 1,
  "lumo_energy_ev": 0.67,
  "symbols": ["C", "C", "C", "C", "C", "N", "O", "O", "H", "H", "H", "H", "H", "H", "H", "H", "H", "H", "H"],
  "positions_angstrom": [[-1.25592, -1.21879, 0.22785], [0.39073, 2.43765, 0.25067], [-2.01174, -1.94430, -0.85406], [0.90804, 1.11850, 0.64118], [1.60164, 0.51275, 1.49506], [0.68170, -0.86046, -1.33769], [-0.28115, -0.14467, -0.52594], [2.81324, 0.43912, 2.04305], [3.14338, 1.30578, 2.32421], [0.78052, -0.32412, -2.19668], [1.55944, -0.76203, -0.82611], [-1.88858, -0.61386, 0.86965], [-0.59565, -1.86088, 0.80985], [0.33023, 3.07565, 1.13559], [1.01234, 2.94247, -0.49212], [-0.59296, 2.32651, -0.21022], [-1.31722, -2.46513, -1.51020], [-2.65604, -2.69819, -0.39664], [-2.62200, -1.26600, -1.44747]]
}


(y)
{
  "formula": "C5H11NO2",
  "method": "ωB97M-V with the def2-TZVPD basis set",
  "smiles": "CCN[C@H](C=O)CO",
  "spin_multiplicity": 1,
  "lumo_energy_ev": 0.83,
  "symbols": ["C", "N", "C", "C", "O", "C", "O", "C", "H", "H", "H", "H", "H", "H", "H", "H", "H", "H", "H"],
  "positions_angstrom": [[1.55520, -0.89516, 0.70021], [0.60788, 0.25070, 0.74494], [-0.57101, -0.23786, 0.09811], [-1.55833, 0.82344, 0.51888], [-1.52184, 2.03293, -0.32247], [-0.84759, -0.34502, -1.46596], [-0.95175, -1.45420, -1.93722], [2.92282, -0.51868, 1.29880], [1.24352, -1.80210, 1.22514], [1.66539, -1.20458, -0.26497], [1.12090, 1.01485, 0.32469], [-0.87180, -1.20691, 0.42588], [-1.34519, 1.13392, 1.56381], [-2.62062, 0.54828, 0.28909], [-1.44394, 2.80404, 0.18731], [-0.82878, 0.52189, -2.15627], [2.77224, -0.49867, 2.41523], [3.67486, -1.16776, 1.01445], [3.16040, 0.51203, 0.93826]]
}


(z)
{
  "formula": "C5H11NO2",
  "method": "ωB97M-V with the def2-TZVPD basis set",
  "smiles": "C=C(N)CCC=O.O",
  "spin_multiplicity": 1,
  "lumo_energy_ev": 0.68,
  "symbols": ["O", "C", "C", "C", "C", "C", "N", "H", "H", "H", "H", "H", "H", "H", "H", "H", "H", "H", "O"],
  "positions_angstrom": [[1.78544, 0.54310, 1.58785], [0.83104, 1.25130, 1.77342], [-0.05913, 1.66455, 0.59704], [-0.32004, 0.43754, -0.29929], [-1.26113, -0.61256, 0.18948], [-2.48871, -0.78798, -0.27057], [-0.54416, -1.61776, 0.96267], [0.57799, 1.62883, 2.77946], [-1.01901, 2.05639, 0.76469], [0.40276, 2.39472, -0.09174], [-0.87337, 1.05428, -1.08548], [0.57926, -0.08200, -0.71508], [-2.91317, -1.75925, -0.34550], [-2.95448, -0.15850, -1.00868], [-0.57127, -2.61460, 0.85392], [0.42358, -1.24211, 1.02488], [1.22993, -1.00666, -3.99981], [2.53094, -0.70821, -3.36726], [1.59686, -0.47534, -3.28316]]
}


Verdict on stability: (w) comes out on top.